Density functional theory data (the ωB97M-V functional and the def2-TZVPD basis) for one molecule with the formula C7H12N2O3 at a distorted geometry.

Results
LUMO: 0.0188 hartree
Total charge: 0
Structure (SMILES): O=C(O)CNC(=O)[C@@H]1CCCN1
HOMO level: -0.3647 Ha
Energy relative to the best compared isomer or geometry (same formula, charge and spin): 1.760 eV
Gap between HOMO and LUMO: 10.43 eV

Each line ends with the Mulliken charge.
Element x y z (Å)
O 2.30089 -3.28114 1.47622  -0.5510
C 1.43142 -2.50525 1.20412  0.5616
O 0.53617 -2.09503 2.08523  -0.4659
C 1.31798 -1.87627 -0.16530  -0.5895
N 0.85779 -0.52909 -0.17661  -0.2359
C -0.38153 -0.33808 -0.78730  0.2237
O -0.66760 -1.06541 -1.75198  -0.6563
C -1.07980 0.99923 -0.37545  0.3336
C -1.81585 1.96327 -1.43222  -0.9870
C -1.58595 3.32422 -0.70558  -0.3369
C -0.71459 3.04524 0.42914  -0.8551
N -0.03976 1.83548 0.15394  -0.5138
H -0.14655 -1.72718 1.47610  0.3408
H 2.36116 -2.18478 -0.45762  0.2911
H 0.60808 -2.44387 -0.73113  0.3952
H 1.27853 0.15533 0.43819  0.2669
H -1.87848 0.77048 0.33666  0.3516
H -2.79302 1.68882 -1.66358  0.4296
H -1.10805 1.96041 -2.27102  0.3137
H -2.48404 3.71815 -0.10117  0.2312
H -1.33156 3.94364 -1.50394  0.3786
H 0.03012 3.81344 0.45018  0.3062
H -1.19508 3.04403 1.38960  0.4227
H 0.54704 1.97519 -0.68377  0.3448

Cartesian forces (eV/Å) of the 6 atoms listed first:
0.09 -0.17 0.15
0.80 -0.26 0.13
-1.65 0.29 -0.25
2.15 -1.40 0.31
-0.62 -0.42 0.13
0.81 0.74 -2.75

=====

Density functional theory data (the ωB97M-V functional and the def2-TZVPD basis) for C2H2Li2O2 as an isolated structure at a distorted geometry.

Results
LUMO: -0.0394 hartree
Total charge: 0
HOMO level: -0.2536 Ha
Energy relative to the best compared isomer or geometry (same formula, charge and spin): 0.000 eV
Gap between HOMO and LUMO: 5.83 eV

Each line ends with the Mulliken charge.
Element x y z (Å)
O 1.74447 -0.02414 -1.09668  -1.0389
O -1.60100 -1.62701 0.84837  -0.6028
C -1.60027 -0.42388 0.93076  0.6495
C -1.35145 0.82511 0.85257  -1.1593
Li 0.44035 0.90139 -0.26634  0.8320
Li 1.65761 -1.77283 -1.24846  0.8750
H 2.53679 0.44738 -1.35381  0.2410
H -1.82650 1.67398 1.33357  0.2035

Cartesian forces (eV/Å) of the 6 atoms listed first:
0.10 -0.51 -0.09
-0.26 0.62 0.15
0.81 -0.51 -0.46
-0.02 0.31 0.10
-0.47 -0.09 0.29
-0.24 0.49 0.20

=====

Density functional theory data (the ωB97M-V functional and the def2-TZVPD basis) for C3H2MnO3 as an isolated structure at a distorted geometry.

Results
Expectation value of S²: 12.0334
Multiplicity: 7
LUMO (alpha / beta): -0.2092 / -0.2183 hartree
Total charge: +1
HOMO level (alpha / beta): -0.4870 / -0.4886 Ha
Energy relative to the best compared isomer or geometry (same formula, charge and spin): 3.423 eV
Gap between HOMO and LUMO (alpha / beta): 7.56 / 7.36 eV

Each line ends with the Mulliken charge.
Element x y z (Å)
O -1.82558 -0.14634 -0.84723  -0.6175
C -1.30265 0.04446 0.29248  0.3438
C 0.07331 -0.25767 0.45829  0.3335
O 0.83242 -0.35272 -0.68379  -0.7523
Mn -0.39548 -0.65034 -2.06935  1.2019
H -1.82508 0.64137 1.05219  0.3519
C 0.99324 0.51801 1.10799  0.1264
O 0.96373 1.10255 2.26810  -0.3872
H 1.14437 0.51604 3.01763  0.3996

Cartesian forces (eV/Å) of the 6 atoms listed first:
-0.48 0.18 0.89
0.07 0.48 0.44
2.20 2.61 -0.50
-0.64 -2.63 -2.93
0.57 -0.31 -1.10
-0.18 -0.63 -0.06

=====

Density functional theory data (the ωB97M-V functional and the def2-TZVPD basis) for C49H29BN12O2Ti as an isolated structure at a distorted geometry.

Results
LUMO (alpha / beta): 0.1015 / 0.1004 hartree
Total charge: -2
HOMO level (alpha / beta): -0.0436 / -0.0442 Ha
Energy relative to the best compared isomer or geometry (same formula, charge and spin): 1.394 eV
Gap between HOMO and LUMO (alpha / beta): 3.95 / 3.94 eV

Each line ends with the Mulliken charge.
Element x y z (Å)
Ti -0.28693 -0.11470 0.92139  -0.9207
C 3.30280 -5.34760 2.57712  -0.5846
C 2.19233 -6.06796 2.11065  -0.5741
C 0.99553 -5.43479 1.83028  -0.2966
C 0.92943 -4.06012 2.02610  0.4597
C -0.13574 -3.09366 1.78841  -0.3773
N 0.33319 -1.80425 2.07511  -0.2555
C 1.62925 -1.94793 2.52870  0.1363
N 2.40574 -1.03786 3.04912  -0.5934
C 2.06479 0.25073 3.02320  -0.9804
C 2.69892 1.25038 3.82330  0.6098
C 3.67686 1.18117 4.82193  -0.3526
C 4.05284 2.34969 5.44585  -0.5707
C 3.46889 3.58936 5.09066  -0.5510
C 2.50491 3.66717 4.11129  -0.4730
C 2.11720 2.48259 3.47026  0.7306
C 1.14501 2.20161 2.46933  -1.1076
N 0.47792 3.14114 1.76820  -0.6740
C -0.61467 2.77880 1.15662  1.0414
N -1.30434 1.62595 1.49864  -1.1752
C -2.30909 1.42307 0.50386  0.4754
N -3.51699 0.67806 0.76939  -0.1397
C -3.38493 -0.70381 0.77212  -0.4753
N -2.16254 -1.20373 1.04456  0.8320
C -2.29162 -2.58234 1.14438  -0.6933
N -1.31387 -3.46079 1.41350  -0.5806
C -3.63706 -2.92697 0.89450  0.3677
C -4.31983 -4.15634 0.86242  -0.1015
C -5.66670 -4.15479 0.60594  -0.6933
C -6.37581 -2.94133 0.38022  -0.6954
C -5.73568 -1.73091 0.41187  -0.5284
C -4.34727 -1.71316 0.66941  0.6467
C -2.37185 3.63561 -0.49095  -0.5696
C -2.73867 4.43610 -1.55631  -0.1185
C -1.81275 5.31281 -2.11122  -0.7029
C -0.52688 5.37767 -1.59622  -0.7323
C -0.15355 4.56887 -0.53018  -0.9582
C -1.06778 3.69388 0.04134  0.7031
N 1.13285 0.85080 2.20629  0.6069
C 2.02759 -3.34834 2.48588  0.3675
C 3.23297 -3.98013 2.76882  -0.3221
H 4.23107 -5.87213 2.76917  0.3778
H 2.28527 -7.13522 1.94924  0.3746
H 0.13727 -5.97240 1.44984  0.5258
H 4.11809 0.22887 5.08819  0.5152
H 4.80497 2.32579 6.22586  0.3828
H 3.78647 4.48908 5.60485  0.3794
H 2.05372 4.61168 3.83388  0.4757
H -3.77797 -5.07829 1.03254  0.5270
H -6.20835 -5.09278 0.57173  0.3595
H -7.43929 -2.98193 0.17626  0.3796
H -6.28399 -0.81164 0.23731  0.3767
H -3.73836 4.35747 -1.96696  0.4677
H -2.09145 5.92767 -2.95795  0.3860
H 0.20138 6.04149 -2.04475  0.4039
H 0.85487 4.58359 -0.14108  0.4381
H 4.08420 -3.40680 3.11225  0.5262
O 0.86452 0.13744 -7.26785  -0.7399
C -0.13838 -0.05201 -6.55439  0.4392
O -1.28626 -0.42719 -6.85976  -0.7464
C 0.07500 0.22658 -5.04711  -0.6661
C -1.00262 0.24427 -4.17113  -1.1396
C -0.78082 0.59365 -2.84256  0.2773
N 0.42753 0.88411 -2.37451  0.1364
C 1.47039 0.77648 -3.17470  0.8951
C 1.33267 0.47968 -4.53291  -0.8459
C 2.79994 0.95204 -2.51246  0.3375
C 3.94245 0.36487 -3.04935  -0.8801
C 5.13582 0.46417 -2.35706  -0.5041
C 5.15815 1.14924 -1.15404  -0.7782
C 3.97109 1.71096 -0.70394  -0.0049
N 2.82084 1.61963 -1.35717  -0.0954
C -1.86075 0.77442 -1.82685  1.0677
C -3.24432 0.91132 -2.31161  -1.0358
C -4.31395 1.23227 -1.58632  -1.1436
C -4.28626 1.59088 -0.13540  0.2938
C -3.18677 2.63040 0.23777  0.0800
N -1.49640 0.87224 -0.59886  1.5011
H -1.96524 -0.02864 -4.57622  0.6590
H 2.16755 0.47379 -5.22011  0.5905
H 3.88329 -0.19724 -3.97000  0.3219
H 6.03040 -0.01071 -2.74072  0.3879
H 6.06186 1.23393 -0.56530  0.3943
H 3.93955 2.25386 0.23582  0.4430
H -3.39138 0.71071 -3.36138  0.2497
H -5.27753 1.26234 -2.08388  0.3332
H -5.28497 1.79685 0.24863  0.4400
H -3.44362 3.00881 1.22800  0.6691
B 1.83563 -3.13164 -2.00675  0.5505
C 1.12706 -2.04089 -1.12962  0.0570
N 0.59859 -1.22923 -0.49183  -0.1851
H 1.17299 -4.14383 -1.90551  -0.1467
H 2.95284 -3.28186 -1.55104  -0.1403
H 1.85876 -2.71009 -3.14605  -0.1475

Cartesian forces (eV/Å) of the 6 atoms listed first:
0.16 -0.23 2.05
-0.11 -0.12 -0.05
0.14 0.02 0.04
-0.13 0.14 0.02
0.36 -0.13 0.05
-0.67 -0.06 -0.06

=====

Density functional theory data (the ωB97M-V functional and the def2-TZVPD basis) for C20H22N4O2Os as an isolated structure at a distorted geometry.

Results
Expectation value of S²: 6.0313
Multiplicity: 5
LUMO (alpha / beta): -0.4715 / -0.6208 hartree
Total charge: +4
HOMO level (alpha / beta): -0.6377 / -0.7888 Ha
Gap between HOMO and LUMO (alpha / beta): 4.52 / 4.57 eV

Each line ends with the Mulliken charge.
Element x y z (Å)
N 0.08083 2.29087 -0.53677  -0.7419
C 0.17430 3.44423 -0.39251  0.6613
C 0.25007 4.87600 -0.25654  -1.1361
H -0.76828 5.30166 -0.29014  0.3397
H 0.85533 5.29111 -1.07954  0.3871
H 0.72192 5.11700 0.71179  0.3631
N 1.64737 -1.10108 -0.89160  -0.3755
C 2.59614 -1.71321 -1.21395  0.7433
C 3.80289 -2.48658 -1.10489  -1.1183
H 4.55357 -2.09327 -1.79909  0.3583
H 3.59010 -3.52965 -1.36567  0.3483
H 4.16975 -2.41685 -0.06915  0.3311
N -2.10206 -0.92492 -0.48786  -0.7352
C -3.09573 -1.52388 -0.36404  0.5168
C -4.36325 -2.19700 -0.22973  -1.0494
H -4.26708 -2.98389 0.53722  0.3543
H -4.64666 -2.64965 -1.19419  0.3530
H -5.13124 -1.46692 0.07868  0.3351
Os 0.19593 -0.12358 0.05835  1.8510
C 0.02158 -1.67298 1.05306  0.3685
O -0.08263 -2.67248 1.65163  -0.4098
C 1.59401 0.64994 1.01600  0.4109
O 2.49954 1.12412 1.58841  -0.3921
C 0.55814 1.29364 -3.00204  -0.2092
C -0.83259 1.35969 -2.88154  -0.3478
C -1.58255 0.19751 -2.86856  -0.4159
C -0.95149 -1.04464 -2.97821  -0.1511
C 0.42170 -1.10776 -3.10127  -0.4474
C 1.18083 0.06705 -3.10884  -0.4228
H 1.15794 2.20742 -3.02266  0.5162
H -1.33508 2.32396 -2.77378  0.5335
H -2.66711 0.26030 -2.75276  0.5378
H -1.53826 -1.96741 -2.97963  0.5183
H 0.90292 -2.08285 -3.19151  0.5836
H 2.26758 0.02722 -3.20046  0.5641
N -1.24060 0.89114 1.43355  -0.5122
C -1.41598 0.64842 2.86031  0.7514
C -0.39410 0.12045 3.64080  0.0020
C -0.58774 -0.01049 5.02474  -0.7536
C -1.78048 0.39507 5.61816  -0.4245
C -2.78391 0.95311 4.82263  -0.7430
C -2.60846 1.08963 3.44340  -0.2133
H -2.15157 0.79684 0.98315  0.3811
H -1.04832 1.89086 1.29878  0.3809
H 0.55070 -0.17261 3.18242  0.2278
H 0.20903 -0.43396 5.62911  0.4715
H -1.92366 0.28113 6.69118  0.4862
H -3.71385 1.29042 5.28281  0.4531
H -3.38479 1.55029 2.82045  0.4698

Cartesian forces (eV/Å) of the 6 atoms listed first:
-0.06 1.34 -0.12
-0.18 -1.59 -0.36
0.08 0.53 0.25
0.40 -0.10 -0.01
-0.19 -0.08 0.30
-0.13 0.06 -0.39

=====

Density functional theory data (the ωB97M-V functional and the def2-TZVPD basis) for a 6-piece molecular cluster, C4H20O6S2 overall at a distorted geometry.

Results
LUMO: 0.0083 hartree
Total charge: 0
Structure (SMILES): CSSCCCO.O.O.O.O.O
HOMO level: -0.3162 Ha
Energy relative to the best compared isomer or geometry (same formula, charge and spin): 0.652 eV
Gap between HOMO and LUMO: 8.83 eV

Each line ends with the Mulliken charge.
Element x y z (Å)
C -0.93235 2.31900 -1.94519  -0.8344
S -0.79636 0.90108 -3.12824  -0.1099
S 1.04772 0.11012 -2.61428  -0.0682
C 0.96501 -0.39121 -0.92407  -0.4219
C 0.45280 -1.79088 -0.59619  -0.4934
C 1.04466 -2.36407 0.71164  -0.4208
O 0.71352 -3.69687 0.95177  -0.4988
H -0.18074 2.45590 -1.14499  0.2665
H -0.92516 3.19591 -2.58447  0.3653
H -1.79265 2.35521 -1.27837  0.2839
H 2.09783 -0.46824 -0.72526  0.1696
H 0.64640 0.37734 -0.20095  0.2683
H 0.51516 -2.54613 -1.39537  0.4504
H -0.59432 -1.94864 -0.46654  0.3529
H 2.16042 -2.21845 0.64209  0.3428
H 0.78272 -1.76522 1.63191  0.0356
H 0.85974 -4.14379 0.11275  0.3431
O -3.03866 -0.27685 0.39531  -0.6093
H -3.73449 0.28865 0.74340  0.2966
H -2.99516 -0.09683 -0.54965  0.2786
O 0.53592 0.22483 3.81252  -0.6310
H 1.01903 -0.19349 4.51840  0.2667
H -0.41422 0.05738 3.74494  0.3492
O -1.49764 -0.77110 2.54433  -0.6630
H -2.32748 -0.66831 1.95086  0.3704
H -0.88988 -1.43695 2.18574  0.3176
O -2.30987 2.71096 1.89540  -0.6024
H -2.54872 2.90829 2.80518  0.2909
H -1.40846 2.38908 1.91864  0.3083
O 4.16257 1.38203 1.97307  -0.6340
H 3.27052 1.76427 1.97268  0.3159
H 3.97782 0.60228 2.52310  0.3144

Cartesian forces (eV/Å) of the 6 atoms listed first:
0.26 0.59 0.32
0.04 0.03 1.50
-0.26 0.62 -0.73
1.89 -1.09 1.18
-0.61 -1.10 0.70
1.64 1.70 0.22

=====

| no. | electronic energy (eV) |
| --- | --- |
| 1 | -16575.096 |
| 2 | -6611.775 |
| 3 | -40593.744 |
| 4 | -97056.358 |
| 5 | -33569.033 |
| 6 | -38426.894 |